DFT (ωB97M-V/def2-TZVPD) results for a cluster of 2 separate species, C3H9ISi in total in a non-equilibrium geometry.

Atoms and positions in Å:
C (0.9787, 1.4006, -0.7541)
C (0.5928, -1.1972, 0.7960)
C (-1.8978, 0.0900, 0.9477)
Si (0.9126, -0.5096, -0.8992)
I (-3.5820, -1.0209, 0.3087)
H (0.5441, 1.7657, 0.2557)
H (2.0508, 1.6691, -0.8396)
H (0.3338, 1.5888, -1.6384)
H (0.5371, -2.2668, 1.1003)
H (0.7732, -0.5076, 1.7427)
H (-1.4995, -0.3537, 1.8797)
H (-1.9043, 1.0067, 0.4485)
H (2.2538, -0.8618, -1.4755)
H (-0.0932, -0.8035, -1.8727)

As for the multiplicity: 3. For the total energy, the calculation gives -706.7000 Ha.

These are the natural (NBO) partial charges, in e, on atoms 1 to 8: atom 1 (C): -1.090, atom 2 (C): -0.751, atom 3 (C): -0.510, atom 4 (Si): 1.079, atom 5 (I): 0.114, atom 6 (H): 0.235, atom 7 (H): 0.244, atom 8 (H): 0.238